ORCA calculation (the ωB97M-V functional and the def2-TZVPD basis) on an isolated ion of composition C7H20FN3P and charge +1 at a distorted geometry.

XYZ file:
```
32
Properties=species:S:1:pos:R:3:forces:R:3:nbo_charge:R:1
H 1.471718 0.137470 -1.804386 1.306 0.611 1.478 0.233
H 1.376051 -2.116269 0.797269 0.592 0.881 -0.593 0.216
H -0.583267 -0.513929 2.691982 0.473 -1.830 0.922 0.205
H 2.584437 -0.722579 -0.607378 0.391 1.531 -1.107 0.208
C 2.134702 0.293979 -0.870740 -1.222 -1.363 0.362 -0.423
N -0.390378 -1.448278 -0.376832 0.103 -0.076 1.593 -0.788
H 2.930914 0.069683 1.436594 0.763 0.417 0.527 0.209
H 0.621506 -3.202140 -0.324782 0.118 -1.067 0.067 0.233
H -0.212571 1.900027 -2.176698 -2.016 -1.410 -0.442 0.182
H -2.333866 -2.595037 -0.305680 1.394 -0.063 -0.199 0.229
H -0.943874 2.552353 1.009279 0.319 -0.067 -0.209 0.205
C -1.127480 1.153386 -1.972124 6.615 -1.574 0.172 -0.380
F -2.197100 0.465445 2.156700 0.142 -0.338 -0.380 -0.340
H 2.462791 1.849542 1.264073 0.558 0.430 0.928 0.227
H -1.977150 1.506315 -2.388878 -2.781 0.813 -1.383 0.215
H -0.047260 -2.718963 1.304686 -0.895 -0.878 0.126 0.203
C 0.430533 -2.433028 0.388073 -0.205 0.302 -0.336 -0.433
N 1.290495 0.488771 0.364702 1.112 0.107 -1.052 -0.843
C 2.172946 0.841663 1.495163 -3.222 -2.205 0.988 -0.382
H 1.492942 0.597139 2.439352 2.184 1.279 -1.563 0.207
H 2.820837 1.183001 -0.896282 -0.452 -1.225 -0.450 0.236
H -0.414292 1.178593 2.710751 -0.008 -0.543 -1.261 0.233
P -0.235092 0.029941 0.337963 -2.150 2.005 -0.616 2.165
H -1.192209 -2.750939 -1.818976 -0.616 0.310 1.026 0.230
H -2.619510 2.295674 0.523135 1.410 -0.437 -0.522 0.224
H -2.245210 -1.348225 -1.445211 0.551 0.053 -0.104 0.230
H -1.563630 3.163867 -0.514828 0.592 0.006 -0.402 0.226
H -0.769300 0.086566 -2.318761 -1.068 2.280 0.038 0.211
C -0.820957 0.316851 2.110557 -0.567 1.556 -0.106 -0.289
N -1.162291 1.093407 -0.547721 -0.318 -1.568 1.874 -0.790
C -1.591106 -2.104599 -0.991216 -0.457 0.662 -0.504 -0.423
C -1.538339 2.295230 0.134027 -2.649 1.401 1.132 -0.436
```
Positions in Å, forces in eV/Å.

SMILES: CN(C)P(CF)(N(C)C)=[N+](C)C
Net charge: +1
Calculated total energy in eV: -24051.8313
E_LUMO in Ha: -0.089
Kohn-Sham gap in eV: 10.3
Multiplicity: 1
Highest occupied orbital energy in Ha: -0.468

***

ORCA calculation (the ωB97M-V functional and the def2-TZVPD basis) on C10H9AuN2O4SSe as an isolated structure.

XYZ file:
```
28
Properties=species:S:1:pos:R:3:forces:R:3:lowdin_charge:R:1
H -0.575281 3.157369 -0.449195 -0.003 -0.028 0.013 0.102
C -1.006432 -0.185298 -0.588327 -0.004 -0.045 0.004 -0.056
C 2.632884 0.180613 -0.107690 -0.024 0.021 0.112 -0.209
H -0.511823 -1.063566 -0.988420 -0.032 -0.037 0.038 0.068
C -2.162483 -0.296630 0.165087 0.032 0.042 -0.007 -0.043
Se 3.016307 -4.542654 2.043015 0.113 -0.143 0.462 0.168
C -0.446011 1.064557 -0.812385 0.272 -0.003 -0.119 -0.267
H -4.341465 1.641485 1.949821 -0.008 -0.004 0.008 0.063
C -1.039373 2.193972 -0.277971 0.020 0.094 -0.003 -0.066
O 2.591382 -1.983746 0.949888 -0.087 0.443 -0.054 -0.165
C 3.335660 -1.150505 0.225916 0.275 0.059 0.141 -0.628
C -2.204092 2.076834 0.471450 0.001 -0.044 0.010 -0.063
H 1.885302 0.394651 0.667240 0.012 -0.043 -0.022 0.108
N 2.013874 0.035550 -1.443358 -0.228 0.228 -0.166 -0.341
H -3.892123 -0.028698 2.328297 -0.033 0.013 0.018 0.074
C -4.038102 0.687302 1.517361 0.083 -0.006 -0.064 -0.071
H -2.584321 -1.277748 0.355095 0.010 -0.004 -0.007 0.112
C -2.777477 0.832615 0.702240 -0.074 -0.012 0.030 -0.295
O 1.575662 2.518726 -1.494057 0.013 -0.029 0.091 -0.360
O 0.563110 1.040320 -3.193044 0.108 -0.100 0.186 -0.360
O 4.461945 -1.364504 -0.166422 -0.056 0.028 0.083 0.047
C 2.569080 -3.470042 0.571306 -0.069 -0.589 -0.612 -1.102
H 3.377342 0.979519 -0.111330 -0.004 -0.043 -0.035 0.104
S 1.043257 1.209219 -1.835233 -0.138 -0.137 -0.202 0.502
N 2.201187 -3.808481 -0.572363 -0.012 0.236 -0.020 -0.190
H -2.664820 2.964266 0.893938 -0.003 0.000 0.000 0.097
H -4.857397 0.317946 0.895867 -0.033 0.007 0.034 0.072
Au 1.834209 -2.123073 -1.696730 -0.132 0.096 0.081 0.699
```
Positions in Å, forces in eV/Å.

Net charge: -2
Calculated total energy in eV: -101559.3094
E_LUMO in Ha: 0.164
Kohn-Sham gap in eV: 4.7
Multiplicity: 1
Highest occupied orbital energy in Ha: -0.009

***

ORCA calculation (the ωB97M-V functional and the def2-TZVPD basis) on a 2-piece molecular cluster, C3H4ClF overall at a distorted geometry.

XYZ file:
```
9
Properties=species:S:1:pos:R:3:forces:R:3:mulliken_spin:R:1
C -0.568908 -0.769342 -0.174553 -4.427 -8.244 -1.378 0.963
H -1.721078 0.773032 -1.373757 0.058 -0.160 -0.306 0.091
F 1.080484 1.079605 0.284767 0.334 -0.120 0.038 0.064
C -0.001310 0.379158 -0.003508 2.098 9.330 0.858 0.845
Cl 4.888883 -0.100995 -0.076170 0.006 -0.009 0.003 0.000
H 4.115206 0.250367 0.879904 -0.032 0.015 -0.014 0.000
C -1.434767 0.470565 -0.373050 2.211 -0.307 0.543 -0.031
H -2.174183 0.735576 0.373657 -0.101 -0.167 0.291 0.091
H -0.558583 -1.830147 -0.192073 -0.147 -0.339 -0.036 -0.024
```
Positions in Å, forces in eV/Å.

Calculated total energy in eV: -18408.0925
E_LUMO (alpha / beta) in Ha: 0.032 / -0.074
Kohn-Sham gap (alpha / beta) in eV: 6.0 / 9.4
Multiplicity: 3
Highest occupied orbital energy (alpha / beta) in Ha: -0.188 / -0.418

***

ORCA calculation (the ωB97M-V functional and the def2-TZVPD basis) on a single C21H24N4O molecule.

XYZ file:
```
50
Properties=species:S:1:pos:R:3:forces:R:3:nbo_charge:R:1
H -1.382795 -1.970093 0.993004 -0.111 -0.053 0.077 0.223
H 2.651565 -1.478831 -1.555230 0.177 0.044 -0.116 0.266
H -3.553812 2.778066 -2.412374 -0.015 0.048 -0.069 0.212
N 5.549192 -0.820379 0.060343 0.036 0.060 0.072 -0.440
C -6.145007 -0.649814 -0.836049 -0.153 -0.187 0.069 -0.192
H 4.160126 1.681718 0.547723 -0.009 -0.004 -0.055 0.197
C -0.557542 0.712374 0.874861 -0.060 -0.069 0.132 -0.228
C -0.137289 -0.415165 0.221646 0.010 0.369 0.236 0.295
H -3.743567 -1.028487 2.150552 0.042 -0.007 0.050 0.206
C -2.986501 0.938638 0.378947 -0.041 0.261 -0.125 0.030
C 0.340244 1.827909 0.995361 0.047 -0.272 -0.049 0.644
N 1.106603 -0.554426 -0.292324 0.275 -0.253 -0.208 -0.587
C 5.615574 0.499243 -0.521768 -0.052 0.048 0.023 -0.225
H 4.197998 -2.401726 -0.030015 0.000 -0.018 -0.014 0.204
C -4.115141 0.075731 0.327919 -0.204 0.152 -0.279 -0.090
H -2.128128 0.055820 2.157754 -0.031 0.063 0.042 0.214
N 1.602293 1.603600 0.424231 0.332 -0.024 -0.112 -0.607
H 2.233722 2.393101 0.461369 -0.105 -0.106 0.000 0.420
H -1.889630 -1.338972 -0.568464 -0.111 -0.024 -0.022 0.239
C -1.022576 -1.605473 0.033008 0.033 0.061 -0.010 -0.657
C -6.376009 -1.597015 0.119030 -0.136 0.097 -0.263 -0.221
H 4.246582 2.060073 -1.190824 0.034 0.034 0.113 0.196
C -4.802225 1.186320 -1.747201 0.094 0.151 -0.089 -0.208
N 3.195742 0.301096 -0.685927 0.152 0.119 0.109 -0.410
C 1.950970 0.435786 -0.181415 -0.357 0.008 0.065 0.638
H -5.682935 -2.467987 1.958057 0.021 -0.034 0.072 0.212
H 5.970160 -0.134077 1.972111 0.021 0.016 0.097 0.199
H 3.907221 -0.565858 -2.426604 -0.049 -0.049 0.027 0.186
C -3.722110 2.017934 -1.663325 -0.233 -0.064 -0.158 -0.208
C 5.276096 -0.816851 1.483886 0.038 -0.042 -0.028 -0.414
C -5.025142 0.205770 -0.760138 0.175 0.017 0.147 0.014
C -5.491518 -1.722484 1.199606 0.217 0.017 0.181 -0.215
H -1.971652 2.553188 -0.546675 0.122 0.057 0.025 0.218
H 6.378017 1.081777 -0.000512 -0.025 0.044 -0.107 0.212
O 0.120481 2.906281 1.519171 -0.055 0.256 0.067 -0.642
H -5.504285 1.269413 -2.564699 -0.060 0.014 -0.076 0.206
H -7.235637 -2.247858 0.053304 -0.072 -0.026 -0.037 0.213
C 4.651390 -1.677116 -0.706314 0.015 -0.031 -0.250 -0.226
H 5.246187 -2.225696 -1.445661 -0.165 -0.081 -0.008 0.196
H 4.249744 -0.525029 1.744014 -0.043 0.027 0.048 0.168
H -0.465354 -2.392866 -0.465513 -0.001 -0.033 0.003 0.232
C -4.397116 -0.910482 1.300135 -0.035 -0.199 0.205 -0.186
H -1.941995 1.809441 2.018020 -0.038 -0.153 0.057 0.261
H 5.455971 -1.818937 1.871750 -0.038 0.015 0.105 0.206
C 4.265936 1.247354 -0.450899 0.177 0.162 -0.032 -0.242
C 3.553588 -0.880937 -1.438471 0.084 -0.334 -0.093 -0.247
C -1.936469 0.869044 1.459227 0.144 -0.016 -0.014 -0.460
H 5.931238 0.384842 -1.561357 0.021 0.114 0.010 0.199
C -2.820683 1.887264 -0.601760 -0.001 -0.173 0.249 -0.209
H -6.821512 -0.535227 -1.671523 -0.065 0.000 -0.070 0.206
```
Positions in Å, forces in eV/Å.

SMILES: Cc1nc(N2CCN(C)CC2)[nH]c(=O)c1Cc1cccc2ccccc12
Calculated total energy in eV: -30175.4957
E_LUMO in Ha: 0.022
Kohn-Sham gap in eV: 8.3
Multiplicity: 1
Highest occupied orbital energy in Ha: -0.283

***

ORCA calculation (the ωB97M-V functional and the def2-TZVPD basis) on a single C6H11N molecule at a distorted geometry.

XYZ file:
```
18
Properties=species:S:1:pos:R:3:forces:R:3:nbo_charge:R:1
H 0.396067 -1.936138 -0.633973 0.013 0.221 0.143 0.216
H 1.054207 -1.002216 1.472249 -0.002 0.295 -0.063 0.239
N -0.223318 1.950487 1.306512 0.679 -0.794 0.166 -0.352
H 0.301109 -0.350676 -1.396163 -0.113 -0.093 0.152 0.205
C 0.107894 -0.891547 -0.459511 -0.068 0.047 -0.023 -0.383
H 2.905393 0.622968 1.062879 0.062 -0.098 -0.144 0.222
H -1.713587 0.677900 -1.687799 -0.075 -0.249 0.067 0.199
C 2.382009 0.185889 0.208681 0.135 0.019 -0.072 -0.591
H -1.908585 1.330637 -0.079118 -0.144 -0.029 -0.134 0.234
C -1.375961 -0.764484 -0.046742 -0.067 -0.039 -0.054 -0.408
H 2.989072 -0.615412 -0.217759 -0.133 -0.019 0.076 0.217
H -3.163556 0.292121 -0.748721 0.020 -0.048 -0.001 0.211
C -2.085605 0.443493 -0.683869 -0.063 -0.017 -0.042 -0.620
H -1.382932 -0.603015 1.039018 -0.235 -0.252 -0.110 0.203
C 0.993034 -0.279327 0.646367 -0.004 0.090 0.007 -0.320
H -1.927906 -1.698522 -0.205338 0.163 0.199 -0.238 0.211
H 2.256277 0.973042 -0.540001 0.140 -0.117 0.011 0.217
C 0.312355 0.945202 1.108931 -0.309 0.884 0.258 0.300
```
Positions in Å, forces in eV/Å.

SMILES: CCC[C@@H](C)C#N
Calculated total energy in eV: -7890.0646
E_LUMO in Ha: 0.035
Kohn-Sham gap in eV: 12.0
Multiplicity: 1
Highest occupied orbital energy in Ha: -0.406

***

ORCA calculation (the ωB97M-V functional and the def2-TZVPD basis) on C32H31F6N6O3PdS3 as an isolated structure at a distorted geometry.

XYZ file:
```
82
Properties=species:S:1:pos:R:3:forces:R:3:mulliken_spin:R:1
C 0.131136 2.445654 0.801803 0.982 1.288 -0.431 -0.020
H -6.667556 -4.660653 0.436490 -0.227 0.225 -0.167 0.001
H 9.073122 -1.507717 -2.202626 -0.781 0.178 -0.009 0.000
C -3.455590 1.099591 3.608890 -0.516 -1.047 0.053 -0.012
H 5.397820 -2.561948 -1.675385 0.434 0.259 0.382 0.000
C 1.503964 0.795780 -0.335866 1.771 -0.464 -0.951 0.019
H 4.634975 2.060482 -0.680152 -0.050 -0.489 -0.066 0.000
H -4.426653 1.926948 1.946508 0.124 -0.566 0.145 -0.016
C -1.960362 -5.159092 -1.031616 0.051 -0.988 -0.256 0.143
C -4.179485 2.068764 4.538891 0.229 -0.802 1.365 0.012
F -1.447261 -6.531448 0.879451 -0.507 1.950 -0.904 -0.003
C -2.179333 -2.905620 0.680848 -0.020 0.651 0.291 -0.002
C -1.000135 2.961354 1.608764 -2.262 0.475 0.997 -0.008
S -3.910124 1.775616 -1.111711 -0.105 -0.269 -0.029 0.604
C 7.648625 0.080786 -2.403847 -0.353 0.442 -0.095 0.000
N -4.126551 1.003071 2.285117 -1.367 0.398 1.214 0.156
H -3.686887 4.114073 4.870426 -0.242 -0.392 -0.402 0.000
H -8.001025 -2.225690 -2.875862 0.183 -0.048 0.085 -0.001
O -0.942530 3.929289 2.389517 0.541 -1.126 -1.035 0.019
C -4.900162 0.435468 -1.082634 -1.374 0.039 -0.332 -0.087
F -1.866577 -6.237933 -1.834532 -0.143 1.546 0.947 0.017
C -7.416254 -3.532827 -1.259453 -0.147 0.995 -0.808 0.152
C 0.183934 1.182715 0.151140 -0.349 -1.571 -0.478 -0.015
C -5.691757 -1.561057 -0.417118 0.147 1.685 0.315 0.118
C 7.422599 -2.085098 -1.028368 -0.010 0.322 0.917 0.000
H -5.260099 1.861266 4.571386 0.393 0.224 -0.059 -0.001
C -7.357311 -2.352265 -2.010115 -0.265 -0.825 0.127 -0.070
C 6.555055 0.494013 -1.420403 -0.158 -0.520 0.195 0.000
C -6.638026 -3.714377 -0.103887 0.727 -0.309 0.750 0.026
C 5.905798 -1.879937 -0.963558 -0.631 -0.744 0.278 0.000
H 1.065716 4.380399 0.871141 -0.006 -0.279 -0.063 0.002
C 3.085221 -0.918602 -1.118139 -0.768 0.229 -0.045 -0.001
C -2.244953 -3.879859 -1.571075 0.183 -0.538 -0.071 -0.020
C 4.216644 -0.072936 -1.009232 -0.929 0.800 0.109 0.000
H 7.632686 -3.153609 -1.118164 0.068 0.198 -0.123 0.000
C -1.866809 -4.169817 1.181798 0.535 -2.261 1.341 0.103
N -4.950885 -0.459342 -0.060064 0.291 -0.783 -1.892 0.199
H -3.798710 1.974903 5.594927 -0.297 0.149 -1.126 0.001
C 3.256665 4.126035 -0.381533 0.910 0.419 0.035 0.000
H -8.088418 -4.297173 -1.617876 -0.018 -0.202 0.210 0.005
H -3.144902 3.515504 3.413995 -0.193 0.108 0.159 -0.001
C -5.788270 -2.732364 0.358954 -0.565 -0.046 -0.751 0.042
S -2.416481 -1.620906 1.804553 0.612 -1.137 0.237 0.811
N 8.040851 -1.373427 -2.212602 0.090 -0.868 -0.464 0.000
C 2.598294 1.721546 -0.415267 -1.599 -0.589 -0.279 0.002
F 3.245672 -2.153100 -1.639008 0.121 -0.129 0.117 0.000
C 1.156221 3.350118 0.524989 0.583 -0.336 -0.587 0.002
H 0.980703 -1.244242 -0.920591 0.072 -0.007 0.009 0.002
H 6.091788 1.379226 -1.850741 0.177 0.071 0.136 0.000
H 7.683466 -1.904202 -3.022917 0.439 0.363 0.115 0.000
Pd -2.795342 0.457526 0.764158 0.520 0.201 -1.080 1.404
H -2.414658 1.380798 3.443879 -0.166 0.214 0.105 -0.007
C -6.459057 -1.376305 -1.622395 0.243 0.153 -0.044 0.156
H -4.933230 0.372300 2.302753 0.164 0.402 0.135 -0.003
N 2.296884 3.091509 -0.218728 -1.796 -1.384 2.003 -0.001
H 3.258283 6.308734 -0.563477 0.057 -0.297 -0.391 0.000
H -3.425934 0.064334 4.041861 -0.244 1.005 -0.150 0.001
N -3.949799 3.483718 4.090384 0.174 1.079 -0.639 0.000
H 4.046413 4.202256 0.381975 -0.591 -0.193 -0.187 0.000
H -5.194023 -2.814266 1.254242 -0.020 -0.167 0.141 -0.013
H 1.785722 5.583697 -1.319187 0.599 -0.438 0.139 0.000
H 5.537645 -2.161651 0.062590 0.558 0.007 -0.822 0.000
F -1.641258 -4.354429 2.529344 -0.513 0.414 -2.301 0.009
H 8.518148 0.760617 -2.311984 -0.343 -0.678 0.038 0.000
C 3.879594 1.272391 -0.724004 0.975 0.315 0.060 0.001
H -4.772089 3.920247 3.610950 0.785 -0.458 0.513 0.001
O -2.170089 2.348164 1.471836 1.708 0.892 0.317 0.143
H 3.289296 3.903847 -2.600136 -0.285 0.035 -0.056 0.000
C -2.305853 -2.800995 -0.721339 0.153 1.349 -1.099 0.070
C 2.834230 5.413037 -1.023382 -1.066 1.109 0.589 0.000
C 3.679043 4.477998 -1.775642 1.909 -0.022 -0.375 0.000
S -6.073873 0.114948 -2.431201 0.752 -0.635 1.552 0.043
H 7.930814 -1.735459 -0.120662 -0.136 0.097 -0.310 0.000
F -2.390054 -3.740327 -2.887614 0.075 -0.014 0.653 -0.003
H 7.249592 0.172504 -3.419970 0.255 -0.150 0.168 0.000
N 5.515092 -0.514589 -1.246552 -0.224 0.891 -0.824 0.000
O -0.746462 0.331618 -0.005287 0.889 0.742 -0.086 0.045
H 6.972315 0.724346 -0.449566 0.345 0.441 0.286 0.000
C -1.754106 -5.310549 0.345782 0.220 -0.313 1.049 -0.029
C 1.790681 -0.534598 -0.818344 0.382 1.325 0.835 -0.003
F -2.411501 -1.564409 -1.304324 -0.225 -1.414 0.716 0.006
H 4.755692 4.735608 -1.881166 -0.933 -0.188 -0.042 0.000
```
Positions in Å, forces in eV/Å.

Net charge: +3
Calculated total energy in eV: -101033.1190
E_LUMO (alpha / beta) in Ha: -0.238 / -0.361
Kohn-Sham gap (alpha / beta) in eV: 8.3 / 5.0
Multiplicity: 5
Highest occupied orbital energy (alpha / beta) in Ha: -0.545 / -0.544